{"formula": "C6H13NO", "method": "the ωB97M-V functional and the def2-TZVPD basis", "lumo_energy_ev": 0.7032, "smiles": "C=C(C)C.CC(N)=O", "relative_energy_ev": 3.8289, "elements": ["C", "C", "N", "O", "H", "H", "H", "H", "H", "C", "C", "C", "C", "H", "H", "H", "H", "H", "H", "H", "H"], "coordinates": [[-1.832247, -1.665234, -0.270535], [-1.213703, -1.049672, 0.948583], [0.242816, -1.005597, 0.928289], [-1.794091, -0.822276, 1.990503], [0.592692, -0.782335, 1.856584], [0.750117, -1.737821, 0.425718], [-1.200930, -1.550630, -1.152557], [-2.789396, -1.174545, -0.453829], [-1.996601, -2.732415, -0.083261], [1.688600, 1.392185, 0.624705], [-0.697803, 1.415115, -0.460671], [0.836747, 0.495085, -0.244950], [1.381744, -0.063132, -1.366713], [1.938927, 2.318697, 0.105281], [1.146620, 1.659398, 1.535325], [-1.364885, 0.981588, -1.208289], [-1.215769, 1.635267, 0.476573], [-0.310382, 2.358876, -0.848791], [2.631303, 0.903062, 0.889805], [2.377464, 0.188236, -1.710454], [0.828777, -0.763850, -1.981317]], "forces_ev_per_a": [[-0.19, 0.52, -0.34], [1.60, -1.89, 1.55], [-1.92, -0.63, 1.20], [0.18, 0.61, -1.13], [0.02, -0.37, -0.12], [-0.40, 0.54, 0.25], [-0.02, -0.02, 0.09], [0.00, -0.20, 0.01], [0.00, 0.22, 0.07], [0.07, -0.43, 0.29], [2.34, -1.72, 0.61], [-1.68, 4.04, -3.09], [-0.23, -0.05, 0.29], [-0.15, -0.05, -0.06], [0.15, 0.02, 0.04], [0.18, -0.14, 0.16], [0.03, -0.28, -0.01], [0.04, -0.18, -0.04], [-0.10, 0.04, 0.05], [0.30, -0.47, 0.54], [-0.26, 0.45, -0.37]], "nbo_charge": [-0.733, 0.718, -0.787, -0.561, 0.409, 0.423, 0.232, 0.248, 0.250, -0.683, -0.651, 0.164, -0.699, 0.233, 0.208, 0.206, 0.203, 0.216, 0.214, 0.207, 0.181]}